# 1
ORCA calculation (the ωB97M-V functional and the def2-TZVPD basis) on a cluster of 4 separate species, C4H16N2O5 in total at a distorted geometry.

```
27
Properties=species:S:1:pos:R:3
N -0.97 2.34 1.25
H -1.70 0.12 -0.22
O 1.90 -2.22 -2.17
H -0.21 2.69 1.84
H 1.45 0.32 -3.72
C -0.46 1.92 -0.11
C 0.19 -0.41 0.64
H -0.01 -0.07 1.71
H 1.66 -0.58 -2.62
H 2.68 -2.71 -1.93
H -0.97 2.43 -0.89
N 1.64 -0.39 0.37
H -1.78 -1.39 1.82
O -1.35 -2.18 1.28
O 1.53 0.36 -2.78
O 0.17 -2.72 -0.20
C -0.65 0.44 -0.33
H 1.31 -2.45 -1.51
H -2.36 0.18 3.27
H 2.03 0.52 0.53
H 0.60 2.24 -0.22
O -2.41 0.04 2.35
H 1.86 -0.71 -0.56
C -0.28 -1.86 0.50
H -1.59 3.10 1.20
H -0.40 0.17 -1.39
H -1.89 0.82 1.91
```

The total charge is 0. Its gap between HOMO and LUMO is 9.7 eV. The LUMO energy comes out at 0.5 eV. The value obtained for the HOMO energy is -9.3 eV. The calculation puts the relative energy (zero: lowest compared OMol25 entry of this formula, charge and spin) at 16.42 kcal per mole.


# 2
ORCA calculation (the ωB97M-V functional and the def2-TZVPD basis) on a cluster of 3 separate species, C4H16NO2 in total at a distorted geometry.

```
23
Properties=species:S:1:pos:R:3
H -0.67 -2.33 -3.63
C 0.28 -2.26 -2.98
H 1.15 -1.57 -1.12
H 2.38 1.52 5.00
H -1.48 2.64 -0.53
H 0.99 -0.39 -2.35
H -0.45 -0.60 0.09
H -1.58 0.59 -2.59
H -0.05 2.27 -1.61
C -1.40 0.66 -1.45
H 0.31 -3.29 -2.46
C -0.68 1.87 -0.83
H -2.38 0.57 -1.22
O 1.51 1.14 4.75
N -0.72 -0.72 -1.03
H -0.43 0.60 2.75
C 0.53 -1.18 -1.91
O 0.16 0.28 2.06
H -1.50 -1.43 -1.08
H -0.27 1.78 0.16
H 1.21 0.95 5.67
H 1.08 -2.23 -3.71
H 0.94 0.03 2.40
```

Its multiplicity is 2. The total charge is 0. Its gap between HOMO and LUMO (spin up / spin down) is 3.2 / 11.9 eV. The LUMO energy (spin up / spin down) comes out at 0.5 / 0.5 eV. The value obtained for the HOMO energy (spin up / spin down) is -2.6 / -11.4 eV. The calculation puts the relative energy (zero: lowest compared OMol25 entry of this formula, charge and spin) at 50.17 kcal per mole.